C4H9NO | ωB97M-V/def2-TZVPD

Computed properties:
**SMILES**: CN(C)CC=O
**Relative energy (zero: lowest compared OMol25 entry of this formula, charge and spin)**: 1.787 eV
**LUMO**: 1.03 eV
**Electronic energy**: -7830.533 eV
**HOMO-LUMO gap**: 0.37034 Ha
**HOMO energy**: -9.05 eV

Cartesian coordinates (Å):
C (-1.5270, -0.8913, -0.1119)
N (-0.3618, -0.1681, 0.3584)
C (-0.5273, 1.2609, 0.1282)
C (0.8760, -0.6781, -0.2049)
C (2.0092, 0.1613, 0.3467)
O (2.8635, 0.6927, -0.3188)
H (-1.6821, -0.7726, -1.2014)
H (-2.4213, -0.5140, 0.3959)
H (-1.4365, -1.9596, 0.1058)
H (-1.1770, 1.6856, 0.8998)
H (0.4358, 1.7755, 0.1933)
H (-0.9468, 1.4893, -0.8676)
H (0.9196, -0.6649, -1.3083)
H (1.0213, -1.7153, 0.1364)
H (1.9542, 0.2986, 1.4483)